Entry 1:
A 2-piece molecular cluster, C6H5I3O2 overall in a non-equilibrium geometry, computed with ωB97M-V/def2-TZVPD.

Values from the calculation:
energy above the lowest of the compared OMol25 structures with the same formula, charge and spin: 82.9 kJ/mol
gap between HOMO and LUMO: 0.2938 Ha
max |F|: 3.90 eV/Å
HOMO energy: -7.989 eV
LUMO energy: 0.00 eV
SMILES string: O=C=C/C=C(/O)I.I/C=C/I

CARTESIAN COORDINATES (ANGSTROEM)
O: 1.1259 3.1297 -2.8337
C: 1.5133 0.2931 0.2820
I: 3.1624 0.2292 -1.0166
O: 1.4512 -0.6030 1.3224
H: 2.4145 -0.8947 1.5279
H: -0.2206 3.1773 -0.1505
H: -0.1864 -0.8736 -1.8872
H: -0.2188 1.0860 1.0152
C: -0.7947 -2.1020 -0.3536
C: 0.1856 2.3220 -0.6316
I: 0.6876 -3.6176 -0.4136
C: 0.4731 1.1353 0.1570
H: -1.7410 -2.4941 0.1563
C: -0.8863 -1.1512 -1.2196
I: -2.6195 0.0541 -1.2591
C: 0.7684 2.7146 -1.7978

List of Löwdin charges in e, atom by atom: number 1, O, carries 0.159; number 2, C, carries -0.847; number 3, I, carries 0.917; number 4, O, carries -0.133; number 5, H, carries 0.124; number 6, H, carries 0.102; number 7, H, carries -0.015; number 8, H, carries 0.126; number 9, C, carries -0.761; number 10, C, carries -0.143; number 11, I, carries 0.769; number 12, C, carries -0.246; number 13, H, carries 0.052; number 14, C, carries -0.754; number 15, I, carries 0.836; number 16, C, carries -0.186

Entry 2:
C46H41AuN6O2S3 as an isolated structure, computed with ωB97M-V/def2-TZVPD.

Values from the calculation:
energy above the lowest of the compared OMol25 structures with the same formula, charge and spin: 26.1 kJ/mol
net charge: +2
gap between HOMO and LUMO: 0.2791 Ha
max |F|: 0.22 eV/Å
HOMO energy: -13.333 eV
LUMO energy: -5.74 eV

CARTESIAN COORDINATES (ANGSTROEM)
C: 4.2502 0.1802 0.9522
C: -5.2312 -1.1980 0.5864
H: -0.0186 -1.3754 -3.5714
C: 2.8911 0.5067 0.4425
H: 0.6418 1.1202 -5.1358
C: 6.7570 -0.5357 1.8922
H: -1.5697 -4.7242 -3.1153
H: 6.6451 1.2358 3.0963
C: -3.6143 -0.0705 4.2322
H: 6.6087 -2.2197 0.5691
C: -4.8131 -0.2437 -0.3307
C: 1.0272 -1.0996 -3.6136
C: 2.8048 0.4718 -3.0875
H: 7.7377 -0.8122 2.2564
H: -2.2468 -2.6156 -2.0235
C: -2.9020 6.0487 -0.2117
H: -3.3900 6.2230 -1.1701
H: -4.8914 4.7535 1.2566
C: 0.9190 -2.8923 -0.7734
H: -5.0511 4.2552 -0.4425
H: 2.2720 -4.4826 -1.2332
C: -2.9643 -1.9252 0.9042
N: 0.9617 2.3324 -1.4999
H: 3.5806 0.5262 5.4495
H: 4.5969 -1.6572 4.9010
C: -0.8763 -4.2078 -2.4658
H: 3.5532 -3.1301 3.2197
C: 6.1222 -1.3287 0.9433
N: -1.1948 3.0942 0.2195
S: -0.0790 0.0858 2.3646
C: 6.1429 0.6155 2.3659
C: -0.2856 1.6049 -4.8681
C: -4.4450 4.1619 0.4588
H: -3.1180 0.5976 -1.3741
H: 3.9806 -2.1342 -4.8934
H: -2.2380 -2.5785 1.3707
H: -2.5040 1.3509 3.0377
C: -0.3544 -2.3959 -1.0076
C: 1.9385 -1.7861 2.8140
C: -2.5259 0.3716 3.4959
C: 1.3866 -0.5512 3.1306
C: -1.4269 -0.4646 3.3733
H: -0.7937 2.0693 -6.8942
H: -5.5398 0.3897 -0.8221
O: 2.2978 -0.1951 -0.3574
C: -2.5634 -0.9566 -0.0097
C: 1.2838 -4.0752 -1.3988
H: -4.4772 0.5704 4.3536
H: -2.9058 3.1987 -6.3023
C: 3.1167 -0.1194 4.7164
H: -2.4547 -3.1136 5.1824
H: 3.1108 1.3951 -2.6137
H: -6.2837 -1.2963 0.8166
C: 3.2739 -1.5123 -4.3600
S: 0.3516 1.1633 -2.2064
C: -1.3793 -1.7179 3.9698
C: 3.1004 -2.1777 3.4602
C: 4.8711 -0.9706 0.4720
S: -0.8239 -0.8394 -0.3162
C: 0.3916 -4.7302 -2.2362
C: -0.6840 1.7146 -3.5460
H: -4.4383 -1.6589 5.4108
C: 1.9588 0.2908 4.0761
H: -1.8413 6.2660 -0.2995
C: -3.4662 -0.1177 -0.6427
C: 4.8885 0.9760 1.8987
H: 4.7430 -0.0354 -3.8397
Au: 0.5846 2.1969 0.4977
C: -2.6585 2.9009 -4.1909
H: -2.1203 2.4833 -2.1521
C: -3.5901 -1.3241 4.8283
N: -0.7503 0.2743 -1.3817
H: 0.6834 -5.6559 -2.7141
C: 3.6865 -1.3467 4.4060
H: 1.6126 -2.3434 -0.1535
H: -3.3389 6.6961 0.5464
C: -1.2599 -3.0268 -1.8529
N: -3.0870 4.6483 0.1974
H: -4.6426 -2.7910 1.9042
C: -2.4763 -2.1458 4.7000
N: -0.0790 -0.8383 1.0377
C: -1.8570 2.3765 -3.1957
H: 1.4782 -2.4193 2.0691
H: 1.5153 1.2559 4.2829
H: 4.4036 1.8708 2.2631
H: -3.5777 3.4111 -3.9345
H: 1.6066 -2.8087 -4.7615
H: -4.4062 3.1191 0.7665
H: 4.3635 -1.5693 -0.2736
C: -2.0816 3.8321 0.2083
C: -4.3107 -2.0408 1.1997
C: 1.9392 -1.8959 -4.2859
C: 3.7056 -0.3325 -3.7689
C: -1.0967 2.1462 -5.8592
H: -0.5008 -2.3438 3.8823
C: 1.4831 0.0656 -3.0135
C: -2.2791 2.7829 -5.5250
N: -0.1512 1.5865 2.2886
O: 2.3877 1.6107 0.9581

List of Löwdin charges in e, atom by atom: number 1, C, carries -0.141; number 2, C, carries -0.037; number 3, H, carries 0.114; number 4, C, carries -0.544; number 5, H, carries 0.117; number 6, C, carries -0.060; number 7, H, carries 0.121; number 8, H, carries 0.113; number 9, C, carries -0.052; number 10, H, carries 0.110; number 11, C, carries -0.049; number 12, C, carries -0.080; number 13, C, carries -0.060; number 14, H, carries 0.113; number 15, H, carries 0.125; number 16, C, carries 0.008; number 17, H, carries 0.100; number 18, H, carries 0.102; number 19, C, carries -0.053; number 20, H, carries 0.099; number 21, H, carries 0.121; number 22, C, carries -0.064; number 23, N, carries -0.369; number 24, H, carries 0.121; number 25, H, carries 0.121; number 26, C, carries -0.043; number 27, H, carries 0.119; number 28, C, carries -0.061; number 29, N, carries 0.081; number 30, S, carries 0.807; number 31, C, carries -0.060; number 32, C, carries -0.037; number 33, C, carries -0.001; number 34, H, carries 0.088; number 35, H, carries 0.117; number 36, H, carries 0.123; number 37, H, carries 0.100; number 38, C, carries -0.313; number 39, C, carries -0.071; number 40, C, carries -0.063; number 41, C, carries -0.331; number 42, C, carries -0.319; number 43, H, carries 0.121; number 44, H, carries 0.116; number 45, O, carries -0.007; number 46, C, carries -0.316; number 47, C, carries -0.038; number 48, H, carries 0.116; number 49, H, carries 0.118; number 50, C, carries -0.046; number 51, H, carries 0.120; number 52, H, carries 0.118; number 53, H, carries 0.120; number 54, C, carries -0.040; number 55, S, carries 0.814; number 56, C, carries -0.056; number 57, C, carries -0.044; number 58, C, carries -0.020; number 59, S, carries 0.908; number 60, C, carries -0.042; number 61, C, carries -0.295; number 62, H, carries 0.119; number 63, C, carries -0.051; number 64, H, carries 0.104; number 65, C, carries -0.052; number 66, C, carries -0.020; number 67, H, carries 0.120; number 68, Au, carries 1.217; number 69, C, carries -0.056; number 70, H, carries 0.072; number 71, C, carries -0.049; number 72, N, carries -0.372; number 73, H, carries 0.120; number 74, C, carries -0.043; number 75, H, carries 0.085; number 76, H, carries 0.103; number 77, C, carries -0.063; number 78, N, carries -0.165; number 79, H, carries 0.122; number 80, C, carries -0.045; number 81, N, carries -0.369; number 82, C, carries -0.086; number 83, H, carries 0.099; number 84, H, carries 0.117; number 85, H, carries 0.120; number 86, H, carries 0.110; number 87, H, carries 0.116; number 88, H, carries 0.088; number 89, H, carries 0.114; number 90, C, carries -0.194; number 91, C, carries -0.040; number 92, C, carries -0.049; number 93, C, carries -0.037; number 94, C, carries -0.040; number 95, H, carries 0.116; number 96, C, carries -0.359; number 97, C, carries -0.046; number 98, N, carries -0.383; number 99, O, carries -0.182

Entry 3:
An isolated molecule of C4H6O2S in a non-equilibrium geometry, computed with ωB97M-V/def2-TZVPD.

Values from the calculation:
energy above the lowest of the compared OMol25 structures with the same formula, charge and spin: 410.1 kJ/mol
gap between HOMO and LUMO: 0.3479 Ha
max |F|: 3.52 eV/Å
HOMO energy: -9.044 eV
LUMO energy: 0.42 eV
SMILES string: C=[S@]1(=O)C=CCO1

CARTESIAN COORDINATES (ANGSTROEM)
H: -0.8022 -2.2167 0.0389
C: -0.5879 -1.2641 0.3815
S: 0.6006 1.0760 0.6305
C: 0.6099 -0.7505 0.6870
H: -1.4006 -0.2887 -1.3289
H: -2.5988 -0.4035 0.1574
H: 2.0301 2.5700 -0.5498
O: -1.1022 1.0462 0.1134
C: 1.8286 1.4577 -0.3987
H: 1.4965 -1.2265 1.1166
C: -1.5565 -0.2403 -0.2458
H: 1.5210 0.9953 -1.3363
O: 0.4717 1.7402 1.8704

List of Löwdin charges in e, atom by atom: number 1, H, carries 0.087; number 2, C, carries -0.073; number 3, S, carries 0.776; number 4, C, carries -0.134; number 5, H, carries 0.125; number 6, H, carries 0.144; number 7, H, carries 0.051; number 8, O, carries -0.289; number 9, C, carries -0.248; number 10, H, carries 0.103; number 11, C, carries -0.243; number 12, H, carries 0.013; number 13, O, carries -0.313

Entry 4:
A 2-piece molecular cluster, C4H9FSi overall in a non-equilibrium geometry, computed with ωB97M-V/def2-TZVPD.

Values from the calculation:
energy above the lowest of the compared OMol25 structures with the same formula, charge and spin: 316.7 kJ/mol
gap between HOMO and LUMO: 0.3300 Ha
max |F|: 4.11 eV/Å
HOMO energy: -8.741 eV
LUMO energy: 0.24 eV
SMILES string: C=C[Si](=C)C.F

CARTESIAN COORDINATES (ANGSTROEM)
C: -1.1807 -2.1610 0.3861
F: 4.4174 -0.7006 -0.3053
H: -1.6254 -1.3015 -1.3758
H: 3.5554 -0.4215 -0.4081
H: -1.5500 1.2301 1.7551
C: -0.7911 1.5124 1.0321
Si: 0.0330 0.4296 -0.1616
H: -1.8541 -3.0833 0.0750
C: 1.6810 0.3466 -0.7850
H: 2.4882 1.1398 -0.5554
H: 0.0090 2.1104 1.5034
H: 1.5987 -0.1363 -1.6974
C: -1.0862 -1.1629 -0.4801
H: -1.3245 2.1086 0.2773
H: -0.5881 -2.3704 1.3030

List of Löwdin charges in e, atom by atom: number 1, C, carries -0.105; number 2, F, carries -0.083; number 3, H, carries 0.021; number 4, H, carries -0.037; number 5, H, carries 0.039; number 6, C, carries -0.224; number 7, Si, carries 0.718; number 8, H, carries 0.090; number 9, C, carries -0.237; number 10, H, carries 0.024; number 11, H, carries 0.041; number 12, H, carries -0.068; number 13, C, carries -0.268; number 14, H, carries 0.030; number 15, H, carries 0.058